Computed, not measured: a 2-piece molecular cluster, C14H32N6O3 overall at a distorted geometry, with ωB97M-V with the def2-TZVPD basis set.

Each atom is followed by the atoms it is bonded to, with distances in Å.
Element x y z (Å)
1 C -3.87 5.51 2.69  N2 1.462, H14 1.092, H15 1.091, H16 1.091
2 N -2.92 4.40 2.66  C1 1.462, C3 1.337, H17 1.014
3 C -2.46 3.83 1.54  N2 1.337, O4 1.227, C5 1.550
4 O -2.83 4.20 0.44  C3 1.227
5 C -1.41 2.69 1.64  C3 1.550, C6 1.541, N10 1.475, H18 1.092
6 C -2.02 1.30 1.44  C5 1.541, C7 1.516, H19 1.090, H20 1.090
7 C -2.40 1.06 -0.01  C6 1.516, N8 1.312, O9 1.217
8 N -3.62 0.66 -0.30  C7 1.312, H21 1.006, H22 1.001
9 O -1.59 1.22 -0.90  C7 1.217
10 N -0.54 2.67 2.84  C5 1.475, C11 1.334, H23 1.007
11 C -0.92 2.53 4.11  N10 1.334, C12 1.509, O13 1.223
12 C 0.18 2.52 5.14  C11 1.509, H24 1.088, H25 1.089, H26 1.089
13 O -2.09 2.41 4.46  C11 1.223
14 H -3.51 6.32 2.05  C1 1.092
15 H -4.84 5.18 2.33  C1 1.091
16 H -3.97 5.89 3.71  C1 1.091
17 H -2.65 3.97 3.54  N2 1.014
18 H -0.74 2.87 0.79  C5 1.092
19 H -1.30 0.53 1.71  C6 1.090
20 H -2.90 1.19 2.08  C6 1.090
21 H -3.83 0.58 -1.28  N8 1.006
22 H -4.31 0.57 0.42  N8 1.001
23 H 0.44 2.76 2.67  N10 1.007
24 H 0.65 3.50 5.17  C12 1.088
25 H 0.92 1.75 4.87  C12 1.089
26 H -0.25 2.28 6.11  C12 1.089
27 N 5.84 -4.03 0.04  C28 1.467, H37 1.019, H38 1.020
28 C 5.25 -4.46 -1.23  N27 1.467, C29 1.530, H39 1.095, H40 1.095
29 C 4.22 -3.44 -1.74  C28 1.530, C30 1.538, H41 1.094, H42 1.095
30 C 2.95 -3.43 -0.87  C29 1.538, C31 1.531, H43 1.094, H44 1.095
31 C 1.92 -2.43 -1.39  C30 1.531, N32 1.472, H45 1.095, H46 1.094
32 N 1.31 -2.92 -2.63  C31 1.472, C33 1.475, H47 1.019
33 C 0.39 -2.02 -3.36  N32 1.475, C34 1.529, H48 1.095, H49 1.095
34 C -0.86 -1.72 -2.54  C33 1.529, C35 1.530, H50 1.093, H51 1.094
35 C -1.95 -1.04 -3.37  C34 1.530, N36 1.465, H52 1.094, H53 1.095
36 N -1.62 0.37 -3.65  C35 1.465, H54 1.018, H55 1.030
37 H 6.31 -3.13 -0.06  N27 1.019
38 H 6.48 -4.73 0.40  N27 1.020
39 H 4.77 -5.44 -1.11  C28 1.095
40 H 6.04 -4.57 -1.98  C28 1.095
41 H 3.95 -3.71 -2.76  C29 1.094
42 H 4.67 -2.45 -1.76  C29 1.095
43 H 3.22 -3.15 0.16  C30 1.094
44 H 2.51 -4.43 -0.83  C30 1.095
45 H 2.39 -1.46 -1.55  C31 1.095
46 H 1.14 -2.30 -0.63  C31 1.094
47 H 2.03 -3.26 -3.27  N32 1.019
48 H 0.09 -2.52 -4.29  C33 1.095
49 H 0.90 -1.09 -3.62  C33 1.095
50 H -0.61 -1.09 -1.68  C34 1.093
51 H -1.27 -2.66 -2.15  C34 1.094
52 H -2.90 -1.07 -2.82  C35 1.094
53 H -2.09 -1.58 -4.31  C35 1.095
54 H -0.75 0.44 -4.17  N36 1.018
55 H -1.55 0.89 -2.76  N36 1.030

Total charge   0
Highest occupied orbital energy   -8.115 eV
Structure (SMILES)   CNC(=O)[C@H](CC(N)=O)NC(C)=O.NCCCCNCCCN
LUMO   0.466 eV